Record 1
70
Properties=species:S:1:pos:R:3:mulliken_charge:R:1 method="wB97M-V/def2-TZVPD" e_lumo_ev=-0.05 gap_ha=0.24467 multiplicity=1 max_force_ev_per_a=3.05
C 5.77 -0.36 0.90 -1.0120
C 5.36 1.13 0.61 0.0299
C 4.80 1.90 1.86 -1.1300
C 3.30 2.33 1.78 0.3825
C 2.93 3.17 0.51 -1.2206
C 2.06 2.28 -0.48 0.8707
C 0.63 2.23 0.16 -1.1689
C -0.43 1.36 -0.56 -0.8044
N -0.24 -0.15 -0.56 1.8415
C 0.42 -0.53 -1.84 -1.1146
C 0.56 -2.03 -2.23 0.6704
C 0.15 -3.14 -1.24 -1.3135
C 2.06 -2.31 -2.67 -1.6995
O -1.51 -0.70 -0.33 -0.4924
C -2.38 -0.69 -1.45 -0.2840
C -3.80 -1.11 -0.90 -0.7045
N -4.80 -0.07 -1.19 -0.3563
C -6.08 -0.50 -0.53 -0.7861
C -6.54 0.55 0.52 0.5513
C -8.07 0.44 0.81 -1.4282
O -5.82 0.35 1.74 -0.5222
C 0.53 -0.52 0.65 0.2956
C -0.05 -0.41 1.94 -0.9290
C 0.70 -0.75 3.06 -0.3769
N 1.95 -1.23 3.14 -0.6317
C 2.44 -1.36 1.89 -0.3592
C 1.85 -1.03 0.66 0.4579
H 5.01 -1.06 0.50 -0.0929
H 6.01 -0.55 1.96 0.3415
H 6.68 -0.56 0.30 0.2941
H 6.30 1.65 0.32 0.3939
H 4.71 1.15 -0.28 0.0835
H 4.88 1.20 2.72 0.4433
H 5.45 2.76 2.10 0.3108
H 3.05 2.95 2.67 0.3426
H 2.62 1.45 1.84 -0.4692
H 2.36 4.10 0.75 0.4237
H 3.87 3.46 0.01 0.4315
H 2.08 2.77 -1.47 0.4505
H 2.58 1.30 -0.51 -0.6124
H 0.66 2.11 1.26 0.1950
H 0.26 3.28 0.03 0.5931
H -0.55 1.78 -1.58 0.5792
H -1.40 1.55 -0.06 0.4162
H -0.02 0.00 -2.70 0.4288
H 1.46 -0.12 -1.78 0.4767
H -0.03 -2.20 -3.16 0.7151
H 0.23 -4.11 -1.78 0.4913
H 0.78 -3.25 -0.33 0.1899
H -0.93 -3.07 -0.98 0.1715
H 2.02 -2.98 -3.56 0.3567
H 2.58 -2.84 -1.87 0.3772
H 2.59 -1.40 -2.94 0.3608
H -2.54 0.28 -1.97 0.3316
H -2.14 -1.45 -2.24 0.1712
H -4.12 -2.07 -1.38 0.3167
H -3.72 -1.29 0.19 0.4037
H -4.99 -0.11 -2.20 0.2522
H -5.91 -1.45 0.02 0.2930
H -6.87 -0.72 -1.28 0.4010
H -6.37 1.56 0.08 0.1609
H -8.29 -0.37 1.53 0.3662
H -8.67 0.26 -0.10 0.3747
H -8.39 1.41 1.26 0.3786
H -6.39 0.73 2.43 0.2946
H -1.09 -0.05 2.06 0.4359
H 0.21 -0.61 4.04 0.3911
H 3.45 -1.78 1.84 0.4686
H 2.42 -1.17 -0.28 -0.8743
Cl 4.34 -1.42 -1.71 -0.6239

=====

Record 2
18
Properties=species:S:1:pos:R:3:mulliken_charge:R:1 method="wB97M-V/def2-TZVPD" e_lumo_ev="0.63 / 0.46" s_squared=0.75 gap_ha="0.14283 / 0.41799" multiplicity=2 max_force_ev_per_a=2.14
O 1.91 0.06 1.75 -0.2510
C 1.25 0.71 0.99 0.3129
N 1.15 2.06 0.98 -0.2778
C 0.46 0.05 -0.16 -1.1912
N 0.96 -1.40 -0.18 -1.2571
C -1.87 -0.57 -1.00 -1.3568
C -1.07 0.10 0.09 -0.2835
H 0.76 2.66 0.27 0.2218
H 1.46 2.60 1.78 0.2320
H 0.70 0.45 -1.14 -0.1310
H 0.18 -2.01 -0.56 0.4674
H 1.17 -1.68 0.79 0.7059
H 1.79 -1.56 -0.79 1.2047
H -1.67 -1.64 -1.21 0.5147
H -1.73 -0.08 -1.97 0.3311
H -2.94 -0.45 -0.81 0.3140
H -1.32 1.16 0.13 0.2433
H -1.18 -0.45 1.04 0.2005

=====

Record 3
134
Properties=species:S:1:pos:R:3:mulliken_charge:R:1 method="wB97M-V/def2-TZVPD" smiles="CCCCCCCCN(CCCCCCCC)C(=S)SCCC[PH3]B(O)OCC.C[N+](=O)[O-].C[N+](=O)[O-].C[N+](=O)[O-].C[N+](=O)[O-].C[N+](=O)[O-].C[N+](=O)[O-].C[N+](=O)[O-].C[N+](=O)[O-]" e_lumo_ev=-0.33 gap_ha=0.27365 multiplicity=1 max_force_ev_per_a=1.79
C 4.08 -3.76 5.35 -0.7971
C 5.50 -3.71 4.78 -0.6001
C 5.60 -4.18 3.33 -1.0668
C 4.42 -3.80 2.42 0.0601
C 3.48 -4.98 2.19 -0.5437
C 2.90 -5.15 0.76 -0.9814
C 1.40 -4.81 0.64 -0.8370
C 1.07 -3.30 0.66 -0.5093
N 0.56 -2.81 -0.63 0.8814
C 1.49 -2.96 -1.76 -1.2283
C 2.01 -1.65 -2.35 -0.7273
C 2.70 -0.70 -1.36 1.0420
C 1.91 0.64 -1.38 -0.5408
C 1.95 1.36 -0.04 -0.9520
C 3.27 2.09 0.16 0.1595
C 3.25 2.77 1.53 -0.4850
C 3.89 1.90 2.58 -0.8902
C -0.72 -3.28 -0.87 -0.0245
S -1.15 -4.74 -1.46 -0.2661
S -1.92 -2.05 -0.48 -0.0407
C -3.43 -3.01 -0.25 -0.9673
C -4.59 -2.09 0.12 -0.5763
C -5.89 -2.78 -0.26 -1.0335
P -7.40 -2.03 0.61 0.0024
B -9.04 -1.43 1.52 0.6218
O -9.76 -2.36 2.25 -0.5097
O -9.52 -0.16 1.46 -0.3278
C -10.85 0.04 1.92 0.2874
C -11.30 1.46 1.62 -1.2103
H 4.14 -3.86 6.42 0.4233
H 3.51 -4.57 4.92 0.2330
H 3.60 -2.81 5.17 0.0791
H 5.92 -2.73 4.92 0.3685
H 6.11 -4.40 5.36 0.3518
H 5.77 -5.25 3.29 0.3985
H 6.48 -3.70 2.90 0.2783
H 3.83 -2.99 2.84 0.0626
H 4.81 -3.42 1.49 0.3741
H 2.66 -4.96 2.90 0.0657
H 4.10 -5.85 2.35 0.5288
H 3.03 -6.18 0.46 0.4010
H 3.48 -4.55 0.08 0.3427
H 0.93 -5.33 1.46 0.4930
H 1.08 -5.27 -0.29 0.4238
H 1.91 -2.75 1.04 0.0744
H 0.28 -3.15 1.38 0.2562
H 2.34 -3.59 -1.53 0.0885
H 0.97 -3.43 -2.58 0.5439
H 1.25 -1.13 -2.91 0.6860
H 2.76 -1.97 -3.07 -0.2462
H 3.69 -0.46 -1.73 -0.4089
H 2.85 -1.09 -0.37 0.1496
H 2.36 1.26 -2.15 -0.3907
H 0.90 0.37 -1.64 0.7828
H 1.87 0.66 0.78 0.2435
H 1.11 2.05 -0.01 0.3586
H 4.07 1.36 0.08 0.1161
H 3.44 2.83 -0.61 0.0240
H 2.20 2.87 1.80 0.2055
H 3.66 3.77 1.51 0.4100
H 4.92 1.72 2.32 0.3162
H 3.79 2.35 3.55 0.2080
H 3.35 0.96 2.60 0.1417
H -3.69 -3.51 -1.17 0.5153
H -3.29 -3.71 0.56 0.3516
H -4.58 -1.88 1.18 0.3642
H -4.50 -1.14 -0.39 0.4498
H -5.80 -3.80 0.09 0.3675
H -6.01 -2.81 -1.34 0.4849
H -8.24 -2.64 -0.42 -0.0459
H -7.02 -2.74 1.82 -0.0570
H -6.92 -0.70 0.40 -0.0819
H -9.70 -3.22 1.81 0.2763
H -10.89 -0.08 2.99 -0.1255
H -11.55 -0.62 1.44 0.2904
H -11.68 1.49 0.61 0.3099
H -12.11 1.71 2.29 0.3386
H -10.48 2.16 1.70 0.3358
C 3.44 3.92 -5.11 -0.9155
N 3.54 2.78 -4.15 0.8702
O 4.13 2.97 -3.11 -0.5144
O 3.01 1.74 -4.48 -0.4939
H 3.95 4.77 -4.68 0.3282
H 3.90 3.60 -6.04 0.3224
H 2.39 4.12 -5.26 0.3721
C -11.73 -0.65 6.09 -0.6615
N -12.67 0.50 6.24 0.8807
O -12.94 0.86 7.36 -0.5357
O -13.09 0.99 5.21 -0.5221
H -11.43 -0.99 7.07 0.3310
H -12.25 -1.43 5.55 0.2702
H -10.87 -0.29 5.52 0.2256
C 7.00 -0.41 -2.85 -0.5187
N 6.80 -0.81 -1.43 0.9749
O 7.28 -0.11 -0.56 -0.5832
O 6.17 -1.83 -1.24 -0.5296
H 7.58 0.51 -2.87 0.3067
H 7.52 -1.21 -3.35 0.2600
H 6.01 -0.26 -3.27 0.1289
C -0.02 6.49 -7.31 -0.6308
N 1.26 5.76 -7.53 0.9170
O 2.17 6.35 -8.07 -0.5283
O 1.31 4.60 -7.15 -0.5588
H 0.09 7.49 -7.70 0.1989
H -0.79 5.95 -7.84 0.2977
H -0.21 6.50 -6.25 0.2995
C 3.21 4.06 6.76 -0.7198
N 3.34 4.86 5.51 0.8639
O 3.00 4.34 4.48 -0.5066
O 3.77 5.99 5.63 -0.5336
H 2.81 3.08 6.50 0.2970
H 4.20 3.98 7.20 0.2892
H 2.54 4.59 7.42 0.2897
C 3.60 -2.05 -6.23 -0.6961
N 4.87 -1.71 -5.55 0.8747
O 4.82 -1.42 -4.37 -0.4612
O 5.89 -1.75 -6.21 -0.5697
H 2.79 -1.98 -5.51 0.1926
H 3.47 -1.35 -7.04 0.3054
H 3.69 -3.07 -6.61 0.3161
C -1.43 11.33 -8.62 -0.7059
N -1.09 10.02 -7.99 0.8287
O -1.64 9.02 -8.42 -0.5022
O -0.29 10.04 -7.08 -0.4943
H -2.16 11.15 -9.41 0.3151
H -1.84 11.97 -7.85 0.2803
H -0.51 11.74 -9.02 0.2840
C -0.38 -2.33 4.83 -0.7542
N 0.73 -1.76 5.65 0.8938
O 0.54 -1.63 6.84 -0.5540
O 1.74 -1.47 5.06 -0.4952
H -1.22 -2.55 5.48 0.3229
H -0.64 -1.59 4.08 0.3148
H 0.00 -3.24 4.36 0.2371

=====

Record 4
57
Properties=species:S:1:pos:R:3:mulliken_charge:R:1 method="wB97M-V/def2-TZVPD" e_lumo_ev="1.16 / 1.77" s_squared=4.16 gap_ha="0.22566 / 0.24437" multiplicity=4 total_charge=-1 max_force_ev_per_a=2.55
Mn -1.34 -0.37 0.81 -1.2013
S -0.18 -1.81 6.51 -0.6154
Sb 0.35 -1.98 4.34 0.4731
S -1.75 -2.91 3.31 -0.3366
S -1.65 -0.84 3.12 -0.0386
C 3.34 2.84 2.24 -0.9336
N 3.14 1.40 2.25 -0.0955
C 3.03 0.91 3.61 -0.8243
C 1.96 1.05 1.48 0.0006
C 1.82 -0.42 1.19 0.7785
C 2.99 -1.18 1.12 -0.3229
C 2.96 -2.55 0.93 -1.0199
C 1.73 -3.18 0.83 -0.9315
C 0.57 -2.43 0.88 0.6750
C 0.57 -1.04 1.01 -0.3310
H 4.24 3.09 2.80 0.3471
H 2.49 3.38 2.68 0.3054
H 3.46 3.19 1.21 0.3015
H 3.93 1.18 4.17 0.3822
H 2.94 -0.18 3.61 0.1186
H 2.16 1.33 4.13 0.2712
H 1.98 1.61 0.54 0.4193
H 1.06 1.37 2.03 -0.3777
H 3.93 -0.66 1.26 0.4690
H 3.88 -3.11 0.88 0.3924
H 1.67 -4.26 0.72 0.4754
H -0.37 -2.97 0.85 0.6522
C -2.61 2.99 -3.39 -0.9246
Si -1.07 1.95 -3.61 -0.0480
C 0.52 2.92 -3.63 -0.8430
C -1.26 0.93 -5.18 -1.0517
C -1.03 0.65 -2.28 -0.2690
C -1.30 -0.33 -1.62 0.3500
H -2.80 3.60 -4.28 0.3403
H -2.51 3.66 -2.53 0.2965
H -3.48 2.36 -3.22 0.2971
H 0.54 3.63 -4.46 0.3261
H 1.38 2.25 -3.74 0.2915
H 0.63 3.48 -2.70 0.2149
H -1.37 1.56 -6.06 0.3381
H -2.14 0.29 -5.11 0.2949
H -0.39 0.28 -5.33 0.2943
Cl -1.01 3.06 3.16 -0.4063
Ge -1.30 2.15 1.16 1.1850
Cl -3.30 3.08 0.71 -0.4594
Cl -0.06 3.61 -0.01 -0.4107
Cl 0.07 -2.76 -2.70 -0.1514
C -1.21 -2.80 -1.56 0.4928
C -1.71 -1.57 -1.06 -0.7284
C -2.76 -1.62 -0.08 0.8829
Cl -3.52 -0.11 0.31 -0.0949
C -3.36 -2.85 0.27 -0.3828
Cl -4.72 -2.86 1.30 -0.1457
C -2.83 -4.02 -0.23 0.8060
Cl -3.50 -5.53 0.24 -0.1906
C -1.74 -4.00 -1.14 -0.1390
Cl -1.10 -5.48 -1.74 -0.1977

=====

Record 5
14
Properties=species:S:1:pos:R:3:mulliken_charge:R:1 method="wB97M-V/def2-TZVPD" e_lumo_ev=0.90 gap_ha=0.31222 multiplicity=1 max_force_ev_per_a=0.93
O -1.51 0.79 0.53 -0.1556
C -0.51 1.15 1.28 -0.4783
C -1.29 -0.20 -0.79 -0.1577
N 0.05 -0.57 -0.78 -0.2858
C 0.92 0.64 -0.61 -0.6492
C 0.81 0.41 0.90 0.2573
C 0.40 -1.03 0.59 -0.7058
H -1.57 0.38 -1.67 0.2826
H -1.95 -1.07 -0.65 0.2858
H 0.47 1.59 -0.96 0.2796
H 1.88 0.49 -1.11 0.2753
H 1.64 0.64 1.57 0.4779
H 1.15 -1.82 0.56 0.2817
H -0.47 -1.37 1.18 0.2920

=====

Record 6
100
Properties=species:S:1:pos:R:3:mulliken_charge:R:1 method="wB97M-V/def2-TZVPD" e_lumo_ev=-5.31 gap_ha=0.22279 multiplicity=1 total_charge=+1 max_force_ev_per_a=3.01
N 3.93 -0.25 -0.08 -0.3153
C 4.73 0.28 -1.10 0.1583
N 6.05 -0.01 -1.24 -0.3171
N 4.09 1.14 -1.88 0.1498
C 4.62 1.45 -3.22 0.6932
F 5.05 0.35 -3.85 -0.3128
F 3.56 1.91 -3.91 -0.2621
C 5.64 2.61 -3.23 0.1985
F 6.77 2.29 -2.59 -0.2326
F 5.92 2.93 -4.50 -0.2257
H 4.31 0.05 0.82 0.3626
H 3.97 -1.26 -0.12 0.2864
H 6.78 0.36 -0.66 0.2262
H 6.32 -0.70 -1.92 0.2423
H 3.09 0.87 -1.94 0.2505
H 5.16 3.46 -2.74 0.3274
C -0.75 1.19 -3.53 -0.2057
C -1.74 0.63 -4.22 -0.2486
C -1.74 -0.82 -4.52 0.0935
O -2.65 -1.34 -5.12 -0.5220
C -0.59 -1.63 -4.03 -0.4903
C 0.40 -1.06 -3.35 -0.4241
C 0.39 0.38 -3.05 0.5050
O 1.28 0.91 -2.39 -0.6355
H -0.73 2.25 -3.29 0.4326
H -2.59 1.20 -4.58 0.4697
H -0.62 -2.69 -4.25 0.4603
H 1.24 -1.63 -2.97 0.3996
C 0.63 1.32 1.34 -0.3235
C -0.10 1.82 0.35 -0.1654
C -1.51 2.24 0.57 -0.1242
O -2.16 2.68 -0.35 -0.5638
C -2.06 2.08 1.93 -0.1944
C -1.33 1.58 2.92 -0.2922
C 0.08 1.17 2.70 -0.0313
O 0.76 0.71 3.60 -0.5812
H 1.66 1.00 1.19 0.4447
H 0.27 1.93 -0.66 0.4425
H -3.09 2.39 2.07 0.5461
H -1.72 1.45 3.92 0.7827
C 11.12 3.97 -6.98 -0.3814
C 11.50 3.87 -5.71 -0.3661
C 10.60 3.29 -4.68 0.3198
O 10.94 3.20 -3.52 -0.5482
C 9.27 2.82 -5.12 -0.1906
C 8.88 2.92 -6.38 -0.2716
C 9.78 3.50 -7.42 0.3179
O 9.42 3.59 -8.57 -0.5220
H 11.75 4.39 -7.74 0.4171
H 12.47 4.21 -5.36 0.4157
H 8.63 2.40 -4.35 0.3636
H 7.91 2.59 -6.73 0.4241
C -4.86 -1.67 2.96 -0.4233
C -5.08 -2.88 3.48 -0.2303
C -4.99 -3.11 4.94 0.3617
O -5.19 -4.21 5.41 -0.6239
C -4.65 -1.96 5.80 -0.5522
C -4.42 -0.75 5.29 -0.3491
C -4.51 -0.52 3.82 0.3477
O -4.31 0.58 3.35 -0.5124
H -4.91 -1.48 1.89 0.5684
H -5.33 -3.73 2.86 0.4941
H -4.59 -2.15 6.87 0.4297
H -4.17 0.11 5.90 0.4735
C -1.85 -8.60 2.83 -0.3661
C -1.79 -7.34 2.40 -0.4340
C -2.57 -6.26 3.07 0.4609
O -2.51 -5.11 2.67 -0.5212
C -3.42 -6.64 4.22 -0.1179
C -3.48 -7.90 4.65 -0.3967
C -2.70 -8.98 3.99 0.2994
O -2.75 -10.12 4.37 -0.5354
H -1.29 -9.40 2.36 0.4061
H -1.17 -7.04 1.56 0.4001
H -3.98 -5.84 4.69 0.3720
H -4.09 -8.20 5.49 0.4521
C -2.68 6.62 5.94 -0.3906
C -3.16 5.45 5.54 -0.3783
C -2.29 4.25 5.47 0.3313
O -2.72 3.18 5.10 -0.4167
C -0.86 4.41 5.85 -0.2181
C -0.39 5.59 6.25 -0.4225
C -1.26 6.79 6.33 0.3205
O -0.83 7.86 6.69 -0.5349
H -3.30 7.51 6.00 0.4057
H -4.19 5.30 5.25 0.4284
H -0.25 3.52 5.79 0.4733
H 0.65 5.73 6.54 0.4084
C -5.48 -1.72 -3.98 -0.0751
C -4.95 -1.83 -2.76 -0.0761
C -5.73 -2.37 -1.62 0.1262
O -5.24 -2.46 -0.52 -0.4932
C -7.13 -2.78 -1.89 -0.3684
C -7.67 -2.67 -3.10 -0.4378
C -6.89 -2.13 -4.24 0.1274
O -7.37 -2.03 -5.35 -0.5288
H -4.93 -1.32 -4.82 0.5232
H -3.93 -1.54 -2.55 0.3750
H -7.68 -3.17 -1.04 0.4252
H -8.69 -2.97 -3.31 0.4101